{
  "formula": "C38H42AsIrN4P2SSe2",
  "method": "ωB97M-V with the def2-TZVPD basis set",
  "species": ["Ir", "Se", "P", "C", "C", "C", "C", "C", "C", "C", "C", "C", "C", "C", "C", "C", "C", "N", "N", "N", "P", "Se", "C", "C", "C", "C", "C", "C", "C", "C", "C", "C", "C", "C", "H", "H", "H", "H", "H", "H", "H", "H", "H", "H", "H", "H", "H", "H", "H", "H", "H", "H", "H", "H", "C", "N", "C", "C", "C", "C", "C", "C", "C", "C", "H", "H", "H", "H", "H", "H", "H", "H", "H", "H", "H", "H", "H", "C", "As", "C", "C", "S", "H", "H", "H", "H", "H", "H", "H", "H", "H"],
  "xyz": [[0.06, 0.13, 0.19], [-5.88, -2.04, -1.21], [-4.37, -2.66, -2.54], [-4.77, -2.13, -4.22], [-5.02, -3.06, -5.22], [-5.47, -2.63, -6.47], [-5.69, -1.28, -6.70], [-5.46, -0.36, -5.69], [-5.02, -0.77, -4.45], [-3.99, -4.43, -2.55], [-3.18, -4.98, -3.55], [-2.97, -6.35, -3.59], [-3.53, -7.16, -2.61], [-4.31, -6.62, -1.61], [-4.56, -5.25, -1.58], [-2.84, -1.79, -2.00], [-1.89, -1.95, -1.00], [-1.17, -0.77, -1.02], [-1.65, 0.03, -1.98], [-2.63, -0.56, -2.56], [-1.27, -3.11, 0.21], [-0.14, -1.72, 1.60], [-0.17, -4.32, -0.51], [-0.75, -5.36, -1.24], [0.06, -6.32, -1.82], [1.44, -6.26, -1.65], [2.01, -5.24, -0.91], [1.21, -4.27, -0.33], [-2.53, -3.93, 1.14], [-3.78, -3.32, 1.31], [-4.71, -3.91, 2.15], [-4.38, -5.07, 2.83], [-3.14, -5.67, 2.68], [-2.20, -5.10, 1.83], [-4.90, -4.12, -5.05], [-5.66, -3.36, -7.25], [-6.05, -0.95, -7.67], [-5.65, 0.69, -5.87], [-4.86, -0.05, -3.67], [-2.72, -4.34, -4.29], [-2.38, -6.77, -4.38], [-3.36, -8.23, -2.64], [-4.76, -7.26, -0.86], [-5.21, -4.82, -0.83], [-1.83, -5.43, -1.35], [-0.38, -7.12, -2.39], [2.07, -7.01, -2.11], [3.09, -5.21, -0.77], [1.65, -3.47, 0.25], [-4.03, -2.40, 0.79], [-5.68, -3.45, 2.26], [-5.11, -5.51, 3.50], [-2.90, -6.58, 3.21], [-1.24, -5.57, 1.70], [4.54, -1.05, 3.44], [4.32, -0.84, 1.98], [4.01, -2.13, 1.30], [3.28, 0.22, 1.74], [3.11, 0.54, 0.28], [4.20, 1.07, -0.40], [4.15, 1.41, -1.74], [2.99, 1.22, -2.46], [1.87, 0.69, -1.82], [1.92, 0.37, -0.45], [5.35, -1.77, 3.58], [3.62, -1.44, 3.87], [4.80, -0.10, 3.90], [5.20, -0.50, 1.58], [3.10, -2.53, 1.75], [4.83, -2.82, 1.46], [3.86, -1.95, 0.24], [3.62, 1.10, 2.29], [2.36, -0.15, 2.20], [5.13, 1.26, 0.15], [5.03, 1.83, -2.22], [2.93, 1.48, -3.51], [0.96, 0.53, -2.39], [-1.51, 4.74, 1.20], [-1.86, 2.90, 1.57], [-2.66, 2.75, 3.31], [-3.07, 2.19, 0.26], [0.08, 1.89, 1.67], [-2.45, 5.28, 1.29], [-1.11, 4.84, 0.19], [-0.79, 5.13, 1.93], [-3.53, 3.41, 3.33], [-1.94, 3.07, 4.06], [-2.96, 1.72, 3.48], [-3.96, 2.83, 0.28], [-3.34, 1.17, 0.51], [-2.62, 2.23, -0.73]],
  "mulliken_charge": [1.1334, -0.2556, 0.7725, 0.9147, -0.4206, -0.7582, -0.5232, -0.7761, -0.5412, 0.5743, -0.1876, -1.2090, -0.5126, -0.7605, -0.6547, 0.2298, -0.2228, 0.6602, -0.8291, -0.1909, 0.8506, -0.4012, 0.3145, 0.6238, -0.7472, -0.8837, -0.4574, -0.0568, 0.8906, -0.3208, -0.7111, -0.6239, -0.8055, -0.4641, 0.4134, 0.4357, 0.4139, 0.4002, 0.3664, 0.6665, 0.5077, 0.4852, 0.5083, 0.4008, -0.1232, 0.4712, 0.4336, 0.4384, -0.2408, 0.2973, 0.4970, 0.4695, 0.4815, 0.4783, -0.8177, 0.0550, -0.9781, -1.1186, 0.3633, -0.6019, -0.8546, -1.0053, -0.6115, 1.0054, 0.3670, 0.3689, 0.3686, 0.4270, 0.3594, 0.4891, 0.3621, 0.4334, 0.3358, 0.4561, 0.4372, 0.4928, 0.5501, -1.0565, 0.6998, -1.0509, -1.0248, -0.4315, 0.4237, 0.3812, 0.4023, 0.4180, 0.3988, 0.3732, 0.4842, 0.2866, 0.3607],
  "largest_force_ev_per_a": 0.624,
  "homo_ev": [-13.941, -13.913],
  "total_charge": 3,
  "orbital_gap_ev": [4.463, 3.294],
  "e_tot_ev": -269806.2324,
  "spin_multiplicity": 2,
  "e_lumo_ha": [-0.3483, -0.3902]
}